Entry 1:
ORCA calculation (ωB97M-V/def2-TZVPD) on a cluster of 2 separate species, C3H8N2 in total in a non-equilibrium geometry.

Structure (XYZ):
```
13
Properties=species:S:1:pos:R:3:mulliken_charge:R:1
C 1.097 1.572 -0.368 -0.21
N 2.120 1.191 0.352 -0.42
C 1.735 -0.100 1.008 -0.69
H 1.266 2.212 -1.287 0.25
H 0.030 1.447 -0.176 0.24
H 2.388 -0.332 1.828 0.31
H 0.786 0.066 1.498 0.27
H 1.654 -0.794 0.194 0.26
C -2.434 -0.930 -0.920 -0.25
N -2.516 -1.363 0.281 -0.52
H -3.185 -0.483 -1.482 0.30
H -1.450 -1.000 -1.527 0.17
H -1.491 -1.485 0.599 0.29
```

Values from the calculation:
E_HOMO = -9.759 eV
SMILES = C=NC.C=N
Energy relative to the best compared isomer or geometry (same formula, charge and spin) = 381.73 kJ/mol
Molecular weight = 72.1 g mol⁻¹
Lowest unoccupied orbital energy = 0.58 eV
HOMO-LUMO gap = 10.34 eV

***

Entry 2:
ORCA calculation (ωB97M-V/def2-TZVPD) on the molecule C5H11NO.

Structure (XYZ):
```
18
Properties=species:S:1:pos:R:3:mulliken_charge:R:1
C -1.657 -1.163 -1.551 -1.12
C -1.652 0.108 -0.706 -0.32
C -1.350 -0.273 0.675 -0.49
N -0.038 0.022 0.067 0.03
C 0.694 1.253 0.313 -0.46
C 2.100 0.839 0.711 -0.47
O 2.077 0.070 1.890 -0.53
H -1.185 -1.037 -2.533 0.34
H -2.723 -1.329 -1.734 0.36
H -1.259 -2.095 -1.093 0.35
H 0.239 -0.424 -0.794 0.23
H -1.456 -1.293 1.068 0.23
H -1.533 0.477 1.447 0.24
H 0.680 1.879 -0.583 0.32
H 0.217 1.796 1.134 0.33
H 2.538 0.269 -0.128 0.28
H 2.727 1.715 0.891 0.37
H 1.425 -0.631 1.734 0.32
```

Values from the calculation:
E_HOMO = -7.958 eV
Energy relative to the best compared isomer or geometry (same formula, charge and spin) = 468.67 kJ/mol
Molecular weight = 101.1 g mol⁻¹
Lowest unoccupied orbital energy = 0.90 eV
HOMO-LUMO gap = 8.86 eV

***

Entry 3:
ORCA calculation (ωB97M-V/def2-TZVPD) on a cluster of 11 separate species, C44H55F33O22 in total in a non-equilibrium geometry.

Structure (XYZ):
```
154
Properties=species:S:1:pos:R:3:mulliken_charge:R:1
C 10.162 24.563 -20.942 -1.35
C 8.658 24.447 -20.975 0.46
O 8.287 23.144 -21.388 -0.10
C 7.014 22.897 -21.632 0.46
O 6.169 23.736 -21.706 -0.52
C 6.743 21.402 -21.951 0.76
F 6.404 21.311 -23.253 -0.18
F 7.834 20.647 -21.839 -0.26
F 5.736 20.965 -21.218 -0.26
H 10.583 24.387 -21.937 0.13
H 10.629 23.862 -20.253 0.40
H 10.539 25.566 -20.731 0.41
H 8.167 25.218 -21.569 -0.28
H 8.340 24.621 -19.941 0.39
C 1.662 18.206 -31.434 -1.20
C 3.170 18.350 -31.413 -0.29
O 3.570 18.662 -30.074 -0.20
C 4.859 18.541 -29.714 0.19
O 5.723 18.263 -30.479 -0.53
C 5.063 18.760 -28.207 1.04
F 5.491 17.578 -27.704 -0.29
F 6.136 19.564 -28.044 -0.23
F 3.996 19.179 -27.566 -0.19
H 1.152 19.005 -30.904 0.31
H 1.388 17.282 -30.916 0.32
H 1.342 18.029 -32.460 0.39
H 3.469 19.184 -32.051 0.29
H 3.669 17.438 -31.738 0.41
C 6.560 22.868 -26.593 -1.34
C 7.404 23.500 -25.494 2.05
O 7.067 24.900 -25.388 -0.13
C 7.891 25.741 -24.792 0.39
O 8.966 25.506 -24.316 -0.48
C 7.402 27.208 -24.810 0.61
F 7.431 27.716 -23.566 -0.16
F 8.303 27.954 -25.486 -0.35
F 6.202 27.348 -25.343 -0.17
H 5.505 23.034 -26.373 0.11
H 6.708 21.791 -26.548 0.16
H 6.799 23.372 -27.528 0.43
H 8.450 23.222 -25.628 -0.16
H 7.171 23.111 -24.501 -0.82
C 8.375 19.307 -25.223 -0.44
C 9.820 19.661 -25.547 0.06
O 10.617 19.898 -24.402 -0.38
C 10.491 21.039 -23.748 0.33
O 9.738 21.930 -24.004 -0.49
C 11.480 21.114 -22.562 0.87
F 12.401 22.041 -22.809 -0.26
F 10.792 21.410 -21.450 -0.21
F 12.079 19.944 -22.322 -0.27
H 7.800 19.394 -26.144 -0.01
H 7.960 19.948 -24.451 -0.12
H 8.357 18.265 -24.896 0.42
H 9.778 20.564 -26.167 -0.22
H 10.208 18.931 -26.256 0.57
C -1.236 22.147 -22.690 -1.24
C -0.460 23.158 -23.522 -0.14
O 0.928 22.857 -23.448 -0.18
C 1.787 23.674 -24.049 -0.07
O 1.463 24.701 -24.566 -0.53
C 3.235 23.256 -23.859 1.15
F 3.589 22.522 -24.943 -0.18
F 4.022 24.317 -23.835 -0.12
F 3.416 22.513 -22.774 -0.28
H -2.283 22.023 -22.963 0.37
H -1.262 22.360 -21.618 0.32
H -0.771 21.162 -22.760 0.32
H -0.740 24.184 -23.302 0.33
H -0.752 22.903 -24.544 0.24
C 11.019 26.294 -27.365 -1.42
C 10.507 24.916 -26.971 0.57
O 11.445 24.008 -27.610 -0.33
C 11.035 22.822 -27.997 0.53
O 9.919 22.531 -28.309 -0.56
C 12.203 21.819 -28.176 0.78
F 11.953 20.765 -27.404 -0.20
F 12.243 21.434 -29.441 -0.26
F 13.376 22.317 -27.834 -0.26
H 12.080 26.315 -27.109 0.37
H 10.524 27.115 -26.847 0.21
H 10.964 26.506 -28.433 0.40
H 9.445 24.818 -27.174 0.14
H 10.716 24.821 -25.908 0.03
C 8.749 28.588 -20.806 -0.59
C 8.004 27.839 -19.699 0.00
O 7.160 28.687 -18.917 -0.11
C 7.639 29.448 -17.966 0.32
O 8.818 29.563 -17.758 -0.57
C 6.577 30.212 -17.155 0.86
F 6.502 31.477 -17.548 -0.25
F 5.385 29.617 -17.335 -0.26
F 6.847 30.159 -15.858 -0.26
H 9.319 29.408 -20.370 0.57
H 8.076 28.943 -21.583 -0.28
H 9.408 27.909 -21.353 0.38
H 8.617 27.308 -18.975 0.43
H 7.391 27.192 -20.323 -0.31
C 10.050 30.751 -23.929 -0.91
C 9.260 31.611 -22.949 -0.48
O 7.938 31.060 -22.860 0.09
C 7.083 31.603 -22.002 0.00
O 7.291 32.586 -21.359 -0.55
C 5.746 30.859 -21.890 0.87
F 5.777 29.708 -22.562 -0.08
F 5.467 30.634 -20.616 -0.14
F 4.780 31.593 -22.441 -0.30
H 9.560 30.799 -24.902 0.22
H 9.943 29.714 -23.609 0.07
H 11.080 31.084 -24.009 0.46
H 9.238 32.644 -23.300 0.40
H 9.664 31.643 -21.937 0.35
C 2.433 22.754 -28.522 -1.22
C 3.347 22.570 -29.746 0.04
O 3.397 23.640 -30.648 -0.31
C 4.013 24.744 -30.270 0.45
O 4.511 24.959 -29.213 -0.48
C 4.103 25.765 -31.435 0.78
F 3.591 26.938 -31.075 -0.25
F 5.381 25.948 -31.738 -0.24
F 3.396 25.358 -32.491 -0.25
H 2.950 23.319 -27.739 0.22
H 2.166 21.843 -27.989 0.43
H 1.573 23.353 -28.821 0.41
H 2.787 21.737 -30.183 0.17
H 4.296 22.098 -29.487 0.24
C 5.989 34.525 -24.615 -0.97
C 5.316 33.883 -25.814 -0.34
O 5.672 32.512 -25.884 -0.07
C 5.135 31.693 -26.765 -0.04
O 4.320 31.948 -27.597 -0.56
C 5.645 30.226 -26.512 1.21
F 6.541 30.176 -25.523 -0.20
F 4.623 29.429 -26.194 -0.24
F 6.169 29.805 -27.669 -0.27
H 5.560 35.498 -24.387 0.42
H 7.047 34.664 -24.848 0.29
H 5.935 33.877 -23.743 0.13
H 5.487 34.452 -26.729 0.36
H 4.229 33.929 -25.683 0.33
C 2.713 30.711 -19.602 -0.81
C 2.062 29.353 -19.526 -0.41
O 2.974 28.332 -19.961 -0.28
C 3.135 28.029 -21.235 0.14
O 2.620 28.570 -22.160 -0.58
C 4.116 26.874 -21.395 1.01
F 4.918 27.112 -22.435 -0.12
F 4.870 26.611 -20.335 -0.26
F 3.395 25.786 -21.744 -0.21
H 2.809 31.129 -20.601 0.22
H 3.556 30.781 -18.923 0.08
H 1.962 31.382 -19.159 0.47
H 1.054 29.257 -19.932 0.36
H 1.885 29.150 -18.468 0.33
```

Values from the calculation:
E_HOMO = -11.024 eV
SMILES = CCOC(=O)C(F)(F)F.CCOC(=O)C(F)(F)F.CCOC(=O)C(F)(F)F.CCOC(=O)C(F)(F)F.CCOC(=O)C(F)(F)F.CCOC(=O)C(F)(F)F.CCOC(=O)C(F)(F)F.CCOC(=O)C(F)(F)F.CCOC(=O)C(F)(F)F.CCOC(=O)C(F)(F)F.CCOC(=O)C(F)(F)F
Energy relative to the best compared isomer or geometry (same formula, charge and spin) = 209.95 kJ/mol
Molecular weight = 1562.8 g mol⁻¹
Lowest unoccupied orbital energy = 0.48 eV
HOMO-LUMO gap = 11.51 eV

***

Entry 4:
ORCA calculation (ωB97M-V/def2-TZVPD) on a structure of composition C4H34NO15 in a non-equilibrium geometry.

Structure (XYZ):
```
54
Properties=species:S:1:pos:R:3:mulliken_charge:R:1
C -2.283 0.409 2.582 -0.86
N -1.332 -0.518 1.937 -0.17
C -0.481 0.174 -0.420 1.88
C -0.321 0.144 1.088 2.36
C 0.072 1.585 1.603 0.37
O 0.677 1.668 2.684 -0.77
O -0.133 2.547 0.798 -0.92
H -2.014 1.438 2.355 0.29
H -2.150 0.402 3.671 0.28
H -3.327 0.199 2.322 0.30
H -1.845 -1.201 1.393 0.27
H -1.479 0.372 -0.802 -1.42
H 0.408 0.574 -0.907 -0.17
H -0.310 -0.881 -0.724 -0.28
H 0.618 -0.360 1.350 -1.78
H 1.999 -0.711 -2.947 0.34
H 1.905 -2.086 -3.379 0.23
O 1.979 -1.619 -2.529 -0.58
H 2.648 2.683 2.135 0.31
H 3.281 1.438 1.585 0.35
O 3.127 2.361 1.344 -0.70
H -1.817 -1.572 -2.143 0.38
H -2.905 -0.522 -2.205 0.48
O -2.246 -0.981 -2.779 -0.73
H -1.737 -3.565 0.533 0.26
H -0.586 -3.176 -0.346 0.42
O -1.584 -3.240 -0.357 -0.67
H 1.759 -3.086 0.289 0.55
H 1.208 -2.456 -1.011 0.29
O 1.122 -3.256 -0.450 -0.81
H -0.960 1.355 -2.772 0.28
H -1.700 -0.025 -3.115 0.43
O -0.982 0.582 -3.350 -0.97
H 2.411 -0.308 -0.078 0.19
H 3.765 -0.250 -0.755 0.33
O 3.330 -0.572 0.037 -0.68
H -3.053 1.037 -0.627 0.31
H -3.977 -0.138 -0.039 0.28
O -3.635 0.281 -0.841 -0.68
H 1.987 1.579 -2.569 0.40
H 0.811 1.021 -3.433 0.45
O 1.784 1.115 -3.413 -0.79
H 2.443 2.468 -0.276 0.41
H 1.013 2.716 -0.374 0.30
O 1.772 2.481 -0.991 -0.78
H 1.572 -2.097 2.376 0.43
H 2.797 -1.614 1.559 0.35
O 2.331 -2.414 1.836 -0.80
H -1.740 2.657 -0.038 0.42
H -2.781 3.732 -0.522 0.28
O -2.648 2.792 -0.406 -0.70
H -0.202 -1.305 3.273 0.52
H 0.797 -0.461 4.017 0.35
O 0.611 -1.395 3.834 -0.80
```

Values from the calculation:
E_HOMO = -6.520 eV
Net charge = -1
Energy relative to the best compared isomer or geometry (same formula, charge and spin) = 319.46 kJ/mol
Molecular weight = 336.3 g mol⁻¹
Lowest unoccupied orbital energy = 2.64 eV
HOMO-LUMO gap = 9.16 eV